# C21H33Cl2O22

A 13-piece molecular cluster, C21H33Cl2O22 overall in a non-equilibrium geometry (ωB97M-V/def2-TZVPD, the Open Molecules 2025 dataset).

Last column: Löwdin charge in e.
Cartesian coordinates (Å):
Cl 1.56 -3.71 -3.61  0.4981
Cl 1.50 -0.85 -4.26  0.5895
O 1.53 -3.26 0.28  -0.0636
O -1.88 1.02 -1.75  -0.0355
O 2.11 3.44 0.80  -0.0341
O -7.11 0.86 0.64  0.1234
O -4.40 1.00 0.40  0.0799
O 5.01 1.38 5.41  0.1092
O -4.55 1.15 -2.93  -0.0618
O -0.98 1.86 -4.47  -0.0865
O -7.10 -3.79 -0.05  0.0887
O -2.75 3.94 0.40  -0.0609
O -1.75 0.77 0.44  -0.0730
O -1.22 -1.28 2.32  -0.0682
O 3.62 1.37 -1.58  0.1072
O 5.55 -3.18 0.28  0.1055
O 0.12 1.20 3.12  0.1175
O 3.63 3.58 4.99  0.1080
O -2.43 -1.19 -3.49  -0.0774
O -4.46 -3.64 -0.38  0.0902
O 3.73 1.04 1.11  0.0924
O 1.68 3.50 -2.24  -0.0639
O 1.68 -0.96 3.16  0.1370
O 5.15 -3.00 -2.33  0.0909
C 2.10 0.01 3.70  -0.3241
C -5.00 -2.61 -0.03  -0.3203
C 1.75 2.46 4.12  0.0533
C 5.02 -2.15 -0.08  -0.3294
C 4.28 -0.84 -2.07  0.0538
C 3.83 1.27 4.80  -0.2549
C -4.98 -0.19 0.36  -0.2412
C -1.24 0.74 -0.72  -0.6489
C -6.50 -0.16 0.45  -0.3251
C -7.18 -1.45 0.26  0.0589
C 3.97 0.29 -1.19  -0.2942
C -6.51 -2.60 0.08  -0.2484
C 4.62 -1.09 0.81  0.0738
C 1.26 1.26 3.76  -0.2398
C -4.31 -1.36 0.28  0.0734
C 3.42 0.12 4.31  0.0556
C 0.80 -2.42 -4.57  -0.9974
C 4.15 0.05 0.30  -0.2033
C 3.08 2.56 4.67  -0.3409
C 0.23 0.40 -0.84  0.0299
C 4.77 -1.96 -1.56  -0.2346
H -1.29 -0.56 1.65  0.0003
H 4.03 -0.77 4.38  0.1368
H 3.45 1.83 0.59  0.0926
H 4.15 -0.75 -3.14  0.1066
H -0.25 -2.35 -4.29  0.0028
H 5.38 -3.73 -1.71  0.1197
H 5.18 2.33 5.54  0.1198
H -2.42 -0.46 -2.82  -0.0069
H 0.43 -0.18 -1.75  0.0483
H -1.01 1.70 -3.51  0.0054
H 2.34 2.87 -1.91  -0.0206
H 1.38 2.91 1.15  0.0548
H 0.78 1.34 -0.95  0.0656
H -3.62 1.30 -2.69  0.0029
H -3.39 0.92 0.43  0.0817
H 0.81 -3.35 -0.37  0.0314
H 0.58 -0.18 0.02  0.0705
H -4.97 0.97 -2.08  0.0157
H 2.06 4.28 1.28  0.0658
H -2.38 3.04 0.37  0.0024
H -6.39 -4.43 -0.27  0.1133
H 2.03 -4.08 0.21  0.0343
H -3.25 -1.03 -3.98  0.0296
H 0.87 -2.68 -5.62  0.0244
H -8.27 -1.48 0.25  0.1294
H 1.08 3.31 4.05  0.1383
H -1.91 1.84 -4.73  0.0218
H 4.57 -1.24 1.88  0.1242
H -0.11 0.26 2.92  0.0914
H -3.43 3.89 1.08  0.0327
H -3.23 -1.37 0.21  0.1172
H -0.36 -1.69 2.15  0.0259
H 1.38 3.96 -1.44  0.0129

As for the LUMO energy: 0.44 eV. For the molar mass, the calculation gives 708.38 g mol⁻¹. Its total charge is -1. The highest occupied orbital energy comes out at -6.90 eV. Its gap between HOMO and LUMO is 7.342 eV.